Entry 1:
Below is one molecule with the formula C3H8FN at a distorted geometry, with properties calculated with ωB97M-V/def2-TZVPD.

Structure (XYZ):
```
13
Properties=species:S:1:pos:R:3:forces:R:3:mulliken_charge:R:1
H -0.895 -1.177 0.357 0.2 -0.7 0.9 0.323
H -1.728 0.111 1.447 1.0 -0.6 -1.3 0.192
H 1.767 1.085 -0.411 -1.9 -0.3 -0.1 0.291
C -1.412 -0.243 0.395 0.2 0.3 2.5 -0.224
H 1.040 0.772 1.086 0.1 -0.4 1.0 0.339
H -0.762 1.706 -0.141 -0.5 1.7 0.0 0.334
C 0.920 0.463 0.065 2.3 0.3 -0.2 -0.566
N 1.255 -0.953 -0.088 1.2 -1.4 -0.9 -0.569
C -0.520 0.704 -0.305 1.4 -0.6 -1.8 -0.502
H 1.238 -1.314 -1.100 0.1 1.1 2.1 0.202
H -0.527 0.471 -1.380 -0.7 0.2 0.0 0.257
F -2.567 -0.438 -0.250 -2.2 0.0 -1.5 -0.300
H 2.189 -1.186 0.326 -1.3 0.4 -0.7 0.222
```
Positions in Å, forces in eV/Å.

The energy above the lowest of the compared OMol25 structures with the same formula, charge and spin is 71.50 kJ/mol. The calculation puts the LUMO energy at 1.08 eV. Its charge is 0. For the orbital gap, the calculation gives 10.3 eV. Its structure (SMILES) is NCCCF. For the HOMO energy, the calculation gives -9.20 eV.



Entry 2:
Below is C3H8FN as an isolated structure at a distorted geometry, with properties calculated with ωB97M-V/def2-TZVPD.

Structure (XYZ):
```
13
Properties=species:S:1:pos:R:3:forces:R:3:mulliken_charge:R:1
H 0.185 1.225 -1.357 0.2 -0.2 -1.5 0.346
H 1.567 1.411 -0.148 -0.8 0.6 -0.7 0.288
H -1.739 0.756 1.010 0.0 1.4 1.2 0.294
C 0.476 1.319 -0.347 1.0 -1.6 1.7 -0.962
F -2.035 -0.443 -0.386 0.3 -0.7 -0.3 -0.365
C 0.945 -1.352 -0.355 -3.2 4.2 3.0 -0.566
H 1.884 -1.237 0.217 -0.4 -0.6 -0.9 0.295
C -1.178 -0.086 0.718 -0.6 -1.4 -0.1 -0.268
H -1.113 -0.883 1.449 -1.3 -0.5 0.1 0.345
N 0.129 0.126 0.451 3.2 -0.6 -2.8 -0.283
H 0.854 -1.029 -1.420 0.3 -1.0 1.0 0.254
H 0.128 -1.934 0.149 1.5 -0.6 -1.4 0.236
H -0.103 2.128 0.022 -0.2 1.1 0.7 0.386
```
Positions in Å, forces in eV/Å.

The energy above the lowest of the compared OMol25 structures with the same formula, charge and spin is 239.05 kJ/mol. The calculation puts the LUMO energy at 1.00 eV. Its charge is 0. For the orbital gap, the calculation gives 10.3 eV. For the HOMO energy, the calculation gives -9.28 eV.



Entry 3:
Below is a 2-piece molecular cluster, C3H8FN overall at a distorted geometry, with properties calculated with ωB97M-V/def2-TZVPD.

Structure (XYZ):
```
13
Properties=species:S:1:pos:R:3:forces:R:3:mulliken_spin:R:1
H -1.439 1.355 -1.810 -1.0 -0.9 2.2 0.037
H 1.140 -0.054 -1.172 -0.3 0.5 -1.1 0.014
C 0.654 -0.627 -0.426 3.2 -4.4 0.0 0.872
H 2.386 0.038 0.663 -1.1 -0.9 0.4 0.008
H 0.968 -0.214 1.717 -0.1 -0.1 0.0 0.025
H 1.875 -1.727 1.147 -1.0 2.6 -0.8 0.044
C 1.469 -0.620 0.832 1.9 -1.3 0.4 0.033
C -1.045 0.662 0.160 -5.1 0.1 1.0 0.777
N -1.949 0.979 -0.911 2.9 1.6 -0.9 0.138
H -2.495 0.197 -1.197 -0.3 -0.7 0.0 -0.006
H -1.463 0.018 0.983 0.3 0.4 -1.1 0.011
F -0.357 1.650 0.695 0.6 1.4 -0.2 0.058
H 0.255 -1.658 -0.680 0.0 1.7 0.0 -0.011
```
Positions in Å, forces in eV/Å.

The energy above the lowest of the compared OMol25 structures with the same formula, charge and spin is 153.56 kJ/mol. The calculation puts the LUMO energy (spin up / spin down) at 1.14 / -0.72 eV. Its charge is 0. For the orbital gap (spin up / spin down), the calculation gives 6.1 / 10.3 eV. As for the multiplicity: 3. For the HOMO energy (spin up / spin down), the calculation gives -4.95 / -11.04 eV.



Entry 4:
Below is an isolated ion of composition C3H8FN2 and charge +1 at a distorted geometry, with properties calculated with ωB97M-V/def2-TZVPD.

Structure (XYZ):
```
14
Properties=species:S:1:pos:R:3:forces:R:3:mulliken_spin:R:1
N -1.795 -0.844 0.485 -7.3 -9.2 7.0 0.908
H 0.385 0.540 -1.513 -0.1 -0.6 -0.5 0.020
N 0.689 -1.207 -0.284 1.4 -0.2 -1.2 -0.002
H 0.504 -1.377 0.680 -0.4 -0.9 1.0 -0.001
H -2.849 -0.811 0.836 3.0 -0.2 0.7 0.024
H 1.704 -1.388 -0.433 -0.6 0.2 -0.1 0.001
C -1.532 0.134 -0.182 6.8 8.5 -9.7 0.843
H 0.730 1.026 1.435 -0.1 0.1 1.2 0.007
H 0.154 -1.812 -0.912 -0.1 -0.3 0.4 0.009
H 2.123 1.035 0.344 0.6 0.1 0.2 0.006
C 1.063 1.200 0.446 -0.4 -2.7 -1.7 -0.013
C 0.319 0.173 -0.501 -2.8 4.2 2.3 0.105
H 0.827 2.171 0.107 -0.3 1.1 -0.2 0.002
F -2.322 1.161 -0.506 0.4 -0.1 0.5 0.091
```
Positions in Å, forces in eV/Å.

The energy above the lowest of the compared OMol25 structures with the same formula, charge and spin is 228.84 kJ/mol. The calculation puts the LUMO energy (spin up / spin down) at -3.64 / -8.33 eV. Its charge is +1. For the orbital gap (spin up / spin down), the calculation gives 6.4 / 7.4 eV. As for the multiplicity: 3. For the HOMO energy (spin up / spin down), the calculation gives -10.01 / -15.75 eV.



Entry 5:
Below is one molecule with the formula C3H8FNO at a distorted geometry, with properties calculated with ωB97M-V/def2-TZVPD.

Structure (XYZ):
```
14
Properties=species:S:1:pos:R:3:forces:R:3:mulliken_charge:R:1
F 0.009 0.058 1.247 3.4 0.1 -0.4 -0.403
H 0.194 -1.294 -0.451 0.5 0.4 1.1 0.198
N 2.335 0.451 -0.501 -0.4 0.3 2.8 -0.555
H -1.868 -0.310 -1.321 1.0 0.4 2.4 0.266
C -1.416 -0.067 -0.211 -4.2 2.6 -6.0 -0.590
H -1.757 1.087 -0.099 0.9 -2.4 0.2 0.276
H 1.229 0.143 -2.055 -2.1 0.4 1.8 0.221
H 3.134 0.796 -0.972 -0.1 0.4 -2.2 0.202
H 2.678 0.805 0.429 -2.0 -0.5 -0.5 0.189
O -1.999 -0.943 0.661 -1.7 -0.6 -1.3 -0.482
H -1.487 -0.805 1.419 0.7 -0.1 2.3 0.344
C 0.878 0.589 -1.011 5.5 2.9 -3.7 -0.468
H 0.480 1.637 -1.293 0.7 -1.3 1.1 0.260
C 0.032 -0.221 -0.223 -2.3 -2.4 2.4 0.542
```
Positions in Å, forces in eV/Å.

The energy above the lowest of the compared OMol25 structures with the same formula, charge and spin is 316.17 kJ/mol. The calculation puts the LUMO energy at 0.88 eV. Its charge is 0. For the orbital gap, the calculation gives 10.6 eV. Its structure (SMILES) is NC[C@@H](F)CO. For the HOMO energy, the calculation gives -9.69 eV.



Entry 6:
Below is one molecule with the formula C3H8I2Si at a distorted geometry, with properties calculated with ωB97M-V/def2-TZVPD.

Structure (XYZ):
```
14
Properties=species:S:1:pos:R:3:forces:R:3:mulliken_charge:R:1
H 0.195 0.966 -2.262 -1.3 0.0 2.0 0.319
H 0.894 -1.688 -0.685 0.5 0.1 -3.5 0.415
C -0.607 1.336 -1.459 4.4 -0.3 -1.3 -1.183
C -0.211 -0.924 0.893 -1.4 -1.1 0.9 -0.338
H 1.786 -1.217 0.761 2.0 0.8 -0.3 0.367
C 0.976 -1.707 0.319 -1.1 3.8 2.2 -1.465
H -0.425 2.395 -1.664 -0.8 0.2 0.6 0.337
H -1.497 0.972 -1.827 -2.3 -0.4 -0.7 0.415
I -2.277 1.957 1.391 0.1 -0.2 0.1 -0.166
I 1.684 2.088 0.994 0.3 0.1 0.2 -0.121
H -1.127 -1.502 0.427 1.0 1.4 1.6 0.275
H 1.044 -2.634 0.669 -0.3 -4.1 1.4 0.453
H -0.126 -0.933 2.093 -0.8 -0.1 -2.7 0.264
Si -0.311 0.891 0.351 -0.5 -0.1 -0.6 0.426
```
Positions in Å, forces in eV/Å.

The energy above the lowest of the compared OMol25 structures with the same formula, charge and spin is 0.00 kJ/mol. The calculation puts the LUMO energy at 0.51 eV. Its charge is 0. For the orbital gap, the calculation gives 9.9 eV. Its structure (SMILES) is CC[Si](C)(I)I. For the HOMO energy, the calculation gives -9.43 eV.



Entry 7:
Below is one molecule with the formula C3H8I3NSi at a distorted geometry, with properties calculated with ωB97M-V/def2-TZVPD.

Structure (XYZ):
```
16
Properties=species:S:1:pos:R:3:forces:R:3:mulliken_charge:R:1
H -0.554 1.457 1.775 1.0 -1.3 -1.0 0.301
I -2.256 -3.058 -1.726 0.6 -0.1 0.7 -0.122
H -1.083 1.700 -1.130 0.7 0.5 -0.1 0.296
H 1.226 1.550 1.743 -1.2 -1.2 -0.8 0.325
C 0.014 1.788 -0.991 0.1 0.2 -2.4 -1.122
I 1.807 -3.224 -1.020 -0.4 0.2 0.0 -0.081
H -1.448 -0.470 -0.208 0.7 0.5 -0.4 0.268
C 0.458 0.663 -0.169 -2.2 -3.3 2.0 0.355
Si -0.347 -2.329 -0.242 0.2 -0.2 -0.8 0.090
C 0.356 0.875 1.366 0.2 5.7 -1.0 -1.249
H 0.472 -0.041 1.737 0.2 -3.5 2.2 0.362
N -0.463 -0.657 -0.469 0.5 2.0 0.5 -0.270
I -0.499 -3.126 2.074 -0.2 0.0 -0.2 -0.074
H 1.453 0.329 -0.305 1.0 -0.4 -0.7 0.295
H 0.297 2.651 -0.442 -0.2 1.2 0.4 0.370
H 0.566 1.892 -1.994 -1.1 -0.5 1.3 0.256
```
Positions in Å, forces in eV/Å.

The energy above the lowest of the compared OMol25 structures with the same formula, charge and spin is 17.02 kJ/mol. The calculation puts the LUMO energy at -0.42 eV. Its charge is 0. For the orbital gap, the calculation gives 9.0 eV. Its structure (SMILES) is CC(C)N[Si](I)(I)I. For the HOMO energy, the calculation gives -9.39 eV.



Entry 8:
Below is a 2-piece molecular cluster, C3H8IN overall at a distorted geometry, with properties calculated with ωB97M-V/def2-TZVPD.

Structure (XYZ):
```
13
Properties=species:S:1:pos:R:3:forces:R:3:mulliken_charge:R:1
I -4.636 1.880 1.848 0.6 0.3 1.5 -0.089
C -1.488 0.205 -0.757 -1.2 2.4 1.5 -0.696
H 0.405 1.672 -0.366 0.9 0.5 0.6 0.233
C 0.719 -0.342 -0.178 0.2 -1.7 -1.0 0.181
H -5.155 1.547 0.439 -0.5 -0.4 -1.5 0.085
H 2.071 1.087 0.494 -1.3 0.7 -1.0 0.265
H 1.793 1.110 -1.293 -0.2 -0.2 0.5 0.228
H -1.440 1.323 -0.310 0.0 -2.4 -0.5 0.167
H -2.429 -0.238 -0.411 0.0 0.4 -0.1 0.269
H 1.442 -1.157 -0.053 -0.1 0.1 0.5 0.356
N -0.465 -0.728 -0.381 0.1 0.1 -0.3 -0.513
H -1.612 0.431 -1.813 0.4 -0.6 -0.4 0.314
C 1.272 0.997 -0.320 1.0 0.7 0.3 -0.800
```
Positions in Å, forces in eV/Å.

The energy above the lowest of the compared OMol25 structures with the same formula, charge and spin is 54.94 kJ/mol. The calculation puts the LUMO energy at 0.75 eV. Its charge is 0. For the orbital gap, the calculation gives 10.1 eV. Its structure (SMILES) is C/C=N\C.I. For the HOMO energy, the calculation gives -9.34 eV.